[1]
Formula: C23H52OP4Pt
Source: the OMol25 dataset
Level of theory: ωB97M-V/def2-TZVPD

Geometry (Å):
Pt: 0.2702 -0.5350 -0.8517
P: 1.4398 -0.5130 -2.9196
P: -1.1075 1.3995 -1.2114
P: 0.7228 -2.7253 -0.1473
H: -4.0140 -0.5829 1.5389
C: -3.5139 -1.0515 2.3973
C: -2.6673 -0.3726 3.1937
H: -2.4273 0.6869 3.0296
C: 0.4055 -0.8978 -4.3750
C: 2.2044 1.1005 -3.3291
C: 2.7577 -1.7691 -3.1815
C: -2.4522 1.7842 -0.0194
C: -0.0985 2.9252 -1.2701
C: -2.0628 1.4104 -2.7748
C: -0.3388 -3.1412 1.2817
C: 2.4324 -3.2000 0.3120
C: 0.2948 -4.0967 -1.2747
H: -3.7229 -2.1185 2.5591
H: -2.1814 -0.8415 4.0544
H: 0.1279 -1.9588 -4.3870
H: 0.9935 -0.6675 -5.2710
H: -0.5011 -0.2822 -4.3617
H: 2.9606 0.9622 -4.1179
H: 2.6949 1.5592 -2.4591
H: 1.4312 1.7821 -3.7093
H: 3.1408 -1.6473 -4.2086
H: 2.3459 -2.7853 -3.0873
H: 3.6025 -1.6493 -2.4823
H: -3.2041 2.4140 -0.5217
H: -2.0693 2.3301 0.8521
H: -2.9356 0.8646 0.3355
H: -0.5565 3.6499 -1.9587
H: 0.9164 2.7021 -1.6192
H: -0.0488 3.3657 -0.2669
H: -2.9316 2.0738 -2.6614
H: -2.4244 0.3926 -2.9629
H: -1.4518 1.7557 -3.6154
H: -0.3706 -4.2381 1.3641
H: -1.3558 -2.7527 1.1334
H: 0.0670 -2.7209 2.2095
H: 2.4251 -4.2785 0.5258
H: 2.8056 -2.6704 1.1961
H: 3.1175 -3.0226 -0.5257
H: 0.7938 -5.0060 -0.9114
H: 0.6203 -3.8905 -2.2976
H: -0.7950 -4.2488 -1.2742
C: -2.6632 -2.4632 -2.7700
C: -2.7342 -2.2992 -4.1744
C: -2.9915 -3.4059 -4.9840
C: -3.4127 -4.6101 -4.4147
C: -3.5022 -4.7205 -3.0204
C: -3.0815 -3.6780 -2.1924
O: -2.2285 -1.4529 -1.9339
H: -1.1637 -1.4834 -1.6764
H: -2.5349 -1.3148 -4.6048
H: -2.8685 -3.3025 -6.0711
H: -3.6506 -5.4650 -5.0518
H: -3.8986 -5.6382 -2.5832
H: -3.1009 -3.7592 -1.1014
C: 0.5456 2.6206 2.4380
C: 1.6687 2.2049 1.4918
P: 1.6802 0.4270 0.9724
C: 3.4334 0.2274 0.4252
C: 4.5601 0.8915 1.2256
C: 1.5453 -0.4254 2.6133
C: 2.4766 0.0487 3.7369
H: -0.4458 2.4247 2.0115
H: 0.6297 3.6994 2.6395
H: 0.6102 2.1004 3.4012
H: 1.6480 2.7989 0.5694
H: 2.6422 2.4125 1.9589
H: 3.6004 -0.8555 0.3532
H: 3.4386 0.6092 -0.6070
H: 4.6405 0.5067 2.2486
H: 5.5037 0.6646 0.7108
H: 4.4560 1.9812 1.2591
H: 0.4935 -0.3052 2.9202
H: 1.7023 -1.4973 2.4314
H: 2.5197 1.1403 3.8345
H: 2.1078 -0.3536 4.6909
H: 3.5008 -0.3233 3.6103

Summary:
- HOMO (spin up / spin down) (eV) = -19.41 / -19.42
- net charge = +4
- multiplicity = 5
- gap between HOMO and LUMO (spin up / spin down) (eV) = 8.403 / 3.026
- E_LUMO (spin up / spin down) (eV) = -11.0113 / -16.3949
- maximum force (eV/Å) = 3.2

***

[2]
Formula: C16H17AsBrIO7S2Sm
Source: the OMol25 dataset
Level of theory: ωB97M-V/def2-TZVPD

Geometry (Å):
Sm: -0.0658 -0.3634 0.0766
O: -1.9528 -4.1374 -0.8944
As: -0.8248 -2.8338 -0.7227
O: -0.6326 -2.3558 0.8659
O: -1.3737 -1.4288 -1.4321
C: 0.8008 -3.5313 -1.4863
C: 1.0239 -4.8989 -1.5533
C: 2.2516 -5.3637 -1.9981
C: 3.2419 -4.4657 -2.3675
C: 3.0145 -3.0981 -2.3210
C: 1.7877 -2.6285 -1.8818
S: 2.4582 -0.4167 -0.6702
O: 2.0321 -1.1540 0.5556
O: 1.5088 -1.2632 -1.8454
O: 1.6140 0.8223 -0.6539
H: -2.8605 -3.8635 -0.7039
H: 0.2370 -5.5815 -1.2615
H: 2.4313 -6.4280 -2.0610
H: 4.2009 -4.8326 -2.7071
H: 3.7654 -2.3895 -2.6476
Br: -3.1919 3.9754 -3.4175
C: -2.7296 4.4370 -1.6542
C: -2.9040 5.7458 -1.2270
C: -2.5863 6.0962 0.0746
C: -2.1012 5.1475 0.9604
C: -1.9178 3.8394 0.5422
C: -2.2265 3.4931 -0.7627
I: -1.9368 1.4621 -1.3846
H: -3.2929 6.4760 -1.9227
H: -2.7220 7.1195 0.3979
H: -1.8709 5.4246 1.9802
H: -1.5455 3.0875 1.2257
O: -0.3681 0.5023 1.9876
S: 0.5484 -0.3382 2.8947
C: -0.0288 0.0590 4.5859
C: 1.1429 0.7043 5.3136
C: 1.8278 1.5906 4.2779
C: 2.0423 0.6999 3.0627
H: -0.3988 -0.8487 5.0583
H: -0.8542 0.7540 4.4298
H: 1.8334 -0.0632 5.6696
H: 0.7985 1.2691 6.1787
H: 2.7680 2.0025 4.6408
H: 1.1708 2.4222 4.0140
H: 2.8883 0.0228 3.1864
H: 2.1430 1.2395 2.1225

Summary:
- HOMO (spin up / spin down) (eV) = -11.53 / -11.53
- net charge = +1
- multiplicity = 6
- gap between HOMO and LUMO (spin up / spin down) (eV) = 8.789 / 9.164
- E_LUMO (spin up / spin down) (eV) = -2.7423 / -2.3677
- maximum force (eV/Å) = 3.1

***

[3]
Formula: H26KrO13
Source: the OMol25 dataset
Level of theory: ωB97M-V/def2-TZVPD

Geometry (Å):
Kr: 0.6607 -0.6203 0.1203
O: 0.7759 -1.4469 3.7961
H: 1.6317 -1.8123 4.0205
H: 0.9191 -0.5009 3.7666
O: 0.9364 3.0236 1.0221
H: 1.8293 2.7082 0.8825
H: 1.0267 3.9735 1.0982
O: -3.0300 0.7976 -1.0153
H: -2.4298 1.5379 -0.9262
H: -2.6746 0.2867 -1.7426
O: -1.3300 2.8584 -0.6613
H: -1.6193 3.7693 -0.6083
H: -0.5053 2.8400 -0.1758
O: 3.7138 2.6490 -0.8379
H: 3.2611 1.9714 -1.3401
H: 3.3643 3.4730 -1.1773
O: 2.8127 0.2249 -2.2349
H: 2.8688 -0.6784 -1.9232
H: 2.0316 0.2398 -2.7880
O: -2.1957 -2.3387 1.0361
H: -1.3712 -2.4109 0.5554
H: -1.9367 -2.3336 1.9575
O: -0.4220 -3.3313 -1.3187
H: 0.1374 -3.4490 -2.0864
H: 0.0253 -3.8090 -0.6202
O: 0.6541 -3.5722 1.3524
H: 1.3685 -4.2055 1.4223
H: 0.7971 -2.9677 2.0806
O: 0.3466 1.5484 3.7416
H: -0.5199 1.4672 3.3430
H: 0.8908 1.9358 3.0561
O: -1.8957 -1.2466 -2.8259
H: -2.1909 -1.7116 -3.6087
H: -1.4008 -1.8996 -2.3311
O: 0.3465 0.2784 -3.6905
H: -0.5327 -0.0963 -3.7446
H: 0.4370 0.7949 -4.4913
O: -2.1760 1.0431 2.4283
H: -2.3094 0.7630 1.5228
H: -2.2956 0.2469 2.9460

Summary:
- HOMO (eV) = -10.03
- multiplicity = 1
- gap between HOMO and LUMO (eV) = 9.999
- E_LUMO (eV) = -0.0351
- maximum force (eV/Å) = 1.1

***

[4]
Formula: C7H6S
Source: the OMol25 dataset
Level of theory: ωB97M-V/def2-TZVPD

Geometry (Å):
C: -3.3459 -0.7259 -0.4174
C: -2.1858 -0.4192 -0.2486
C: -0.8081 -0.0095 -0.0492
C: 0.1674 -0.7868 0.4236
C: 1.4143 0.0371 0.4856
S: 2.7844 -0.6196 -0.5839
C: 1.0019 1.3615 -0.0542
C: -0.3049 1.3502 -0.3242
H: -4.3421 -0.9608 -0.6355
H: 0.0984 -1.8553 0.7149
H: 1.7983 0.1021 1.4644
H: 2.9785 -1.8057 0.0630
H: 1.6626 2.1975 -0.1345
H: -0.9190 2.1343 -0.7042

Summary:
- HOMO (eV) = -8.77
- structure (SMILES) = C#CC1=C[C@@H](S)C=C1
- multiplicity = 1
- gap between HOMO and LUMO (eV) = 9.100
- E_LUMO (eV) = 0.3344
- maximum force (eV/Å) = 2.0

***

[5]
Formula: C3H11NOS
Source: the OMol25 dataset
Level of theory: ωB97M-V/def2-TZVPD

Geometry (Å):
C: -1.8469 -1.1687 -0.1325
N: -0.4239 -0.8838 -0.7433
C: 0.5691 -1.0187 0.3058
C: 1.7968 -0.1700 0.1826
S: 2.5491 0.1297 1.7933
H: -2.0828 -0.1260 0.3292
H: -1.8410 -1.9606 0.6189
H: -2.4751 -1.3653 -1.0202
H: -0.5717 0.0974 -1.0745
H: 0.1269 -0.6754 1.2688
H: 0.8426 -2.0681 0.2876
H: 2.5281 -0.7578 -0.4236
H: 1.5500 0.6604 -0.3504
H: 0.5854 3.1135 0.6543
H: -1.1582 2.0747 -1.6543
H: 0.6322 2.4515 0.8315
O: -0.7807 1.6673 -0.8731

Summary:
- HOMO (eV) = -8.42
- multiplicity = 1
- gap between HOMO and LUMO (eV) = 3.891
- E_LUMO (eV) = -4.5332
- maximum force (eV/Å) = 3.8

***

[6]
Formula: C44H32BrN4O2S2Zn
Source: the OMol25 dataset
Level of theory: ωB97M-V/def2-TZVPD

Geometry (Å):
Zn: -0.4061 3.2284 -0.9016
C: -2.4313 -1.3374 7.6899
C: -2.1735 -0.9504 6.2579
C: -2.0096 0.3746 5.9200
C: -1.5887 0.8159 4.6343
C: -1.2425 -0.1263 3.6726
C: -1.3875 -1.4924 3.9663
C: -1.9855 -1.8656 5.1886
S: -0.6788 0.5851 2.1831
O: -2.1845 1.4911 2.0002
C: -1.0929 -0.8245 1.1553
C: -2.4190 -1.2838 1.0340
C: -2.7577 -2.3876 0.2738
C: -1.7751 -3.0888 -0.4512
C: -2.0135 -4.1913 -1.2632
C: -1.0136 -4.8767 -1.9305
C: 0.3345 -4.4917 -1.7438
C: 0.5923 -3.3733 -0.9754
C: -0.4376 -2.5829 -0.4363
C: -0.0718 -1.3865 0.3893
C: 1.3173 -1.0601 0.7173
C: 2.0415 -1.8376 1.6560
C: 1.5420 -3.0110 2.2219
C: 2.2753 -3.7417 3.1626
C: 3.6379 -3.3699 3.4270
C: 4.1895 -2.2648 2.8715
C: 3.4367 -1.4637 2.0020
C: 3.8645 -0.1858 1.6238
C: 3.1582 0.4983 0.6814
C: 1.8920 0.0855 0.2191
S: 1.0965 0.7602 -1.2071
O: 1.2778 2.3511 -1.0880
C: 2.4169 0.5048 -2.4312
C: 2.5879 -0.7416 -2.9764
C: 3.5799 -0.9330 -3.9227
C: 4.4293 0.1220 -4.2488
C: 5.5407 -0.1522 -5.2301
C: 4.2672 1.3938 -3.6578
C: 3.2390 1.5768 -2.7866
H: -1.6110 -1.8739 8.1608
H: -3.3428 -1.9031 7.8441
H: -2.4692 -0.3896 8.2700
H: -2.1893 1.1260 6.6713
H: -1.4526 1.8833 4.4355
H: -1.0458 -2.2771 3.3022
H: -2.1156 -2.9606 5.1721
H: -3.2174 -0.8147 1.5787
H: -3.7995 -2.7353 0.2922
H: -3.0762 -4.5515 -1.2977
H: -1.2539 -5.8084 -2.4831
H: 1.1366 -5.0354 -2.2661
H: 1.6307 -3.2499 -0.5975
H: 0.5879 -3.3665 1.8615
H: 1.8317 -4.5269 3.7517
H: 4.2574 -4.0526 4.0263
H: 5.2170 -2.0193 3.1083
H: 4.8182 0.1742 2.0638
H: 3.6186 1.3490 0.2198
H: 1.8956 -1.6017 -2.8716
H: 3.6141 -1.9124 -4.3901
H: 6.3864 -0.8210 -4.8789
H: 5.9994 0.7892 -5.5732
H: 5.0387 -0.6651 -6.0764
H: 4.9372 2.1825 -3.9713
H: 3.0965 2.5251 -2.2680
C: -4.0937 4.2246 -4.4467
C: -2.6128 4.3908 -4.1419
C: -1.8249 5.2742 -4.8750
C: -0.5219 5.4771 -4.5088
C: -0.0489 4.8454 -3.3535
Br: 1.6655 5.4866 -2.8433
N: -0.8061 4.0387 -2.5891
C: -2.1089 3.7759 -3.0336
H: -4.5392 4.9729 -5.0678
H: -4.5914 4.1710 -3.4817
H: -4.2822 3.2438 -4.9612
H: -2.2814 5.8240 -5.6793
H: 0.1283 6.0185 -5.1583
H: -2.7491 3.1433 -2.4232
N: -2.0147 2.7960 -0.0086
C: -2.6314 2.1329 0.8572
C: -4.1359 1.9799 0.7964
C: -4.7660 2.6792 -0.2061
N: -5.1149 3.4128 -1.0508
C: -4.8258 1.2695 1.8100
N: -5.3854 0.6118 2.5835

Summary:
- HOMO (spin up / spin down) (eV) = -8.74 / -8.74
- net charge = +1
- multiplicity = 1
- gap between HOMO and LUMO (spin up / spin down) (eV) = 4.978 / 4.978
- E_LUMO (spin up / spin down) (eV) = -3.7575 / -3.7573
- maximum force (eV/Å) = 3.4

***

| no. | electronic energy (eV) |
| --- | --- |
| 1 | -67100.73644 |
| 2 | -209752.07129 |
| 3 | -101970.55571 |
| 4 | -18188.52439 |
| 5 | -17654.19661 |
| 6 | -196323.62792 |